1.
# C42H40N4O2P2SiTc

A structure of composition C42H40N4O2P2SiTc at a distorted geometry (ωB97M-V with the def2-TZVPD basis set, the OMol25 dataset).

Calculated values
Lowest unoccupied orbital energy (spin up / spin down) ... -0.302 / -0.287 hartree
Charge ... +2
Calculated total energy ... -3046.513203 hartree
Expectation value of S² ... 1.215
Kohn-Sham gap (spin up / spin down) ... 5.88 / 6.21 eV
Energy above the lowest of the compared OMol25 structures with the same formula, charge and spin ... 97.3 kJ/mol
Spin multiplicity ... 2

Last column: Mulliken charge in e.
Atoms and positions in Å:
1 C 3.433 3.218 -0.456  -0.661
2 O -2.931 0.380 -4.366  -0.539
3 H -3.894 -4.133 -0.858  0.515
4 H 0.506 -4.527 1.345  0.377
5 C -0.619 0.273 -3.801  0.301
6 C 1.505 -4.351 -1.865  -1.196
7 C -3.574 0.059 -0.157  0.257
8 C 4.595 2.579 -0.865  -0.790
9 H -3.780 4.867 2.248  0.425
10 H -1.362 6.931 1.484  0.368
11 C -2.663 -5.282 0.467  -0.679
12 C 2.376 2.472 0.025  -1.354
13 H 3.076 -0.306 -4.409  0.535
14 H -1.420 -0.729 2.160  0.506
15 N 1.286 -1.417 0.931  0.650
16 C -0.184 0.171 -5.114  -0.795
17 H 3.524 1.051 4.891  0.460
18 H -3.407 -6.045 0.634  0.438
19 H -5.686 0.189 -0.023  0.640
20 C -0.833 6.060 1.107  -1.008
21 H -5.682 -0.367 2.440  0.536
22 C 1.135 0.890 2.498  0.541
23 C 3.627 0.445 -0.340  -0.309
24 H 0.476 -4.450 -2.184  0.453
25 H -1.211 -6.225 1.732  0.468
26 C -1.287 3.314 -0.300  0.139
27 H 1.464 2.959 0.341  0.536
28 C 2.450 -5.261 -2.297  -0.708
29 C 2.477 1.084 0.104  1.395
30 N -2.382 -0.139 0.436  1.189
31 C 1.622 -2.140 2.156  -1.115
32 H -0.275 5.630 1.933  0.332
33 H -3.722 6.474 -0.692  0.355
34 H -0.123 6.408 0.363  0.349
35 C -3.081 5.682 -1.068  -1.007
36 H 3.705 -0.631 -0.330  0.203
37 P 0.569 -2.149 -0.468  2.194
38 N -2.305 0.192 -2.148  0.274
39 H 3.349 4.291 -0.517  0.492
40 H 3.492 -2.456 0.118  0.144
41 N 0.217 0.238 -2.747  0.445
42 H -0.565 2.261 5.075  0.500
43 H 2.109 -3.082 1.902  0.454
44 H -2.392 6.122 -1.784  0.327
45 C 4.141 -4.112 -1.045  -0.760
46 C 1.486 1.671 5.134  -0.739
47 H -0.880 1.594 2.709  0.392
48 H 3.239 0.435 2.526  0.456
49 H 5.429 3.157 -1.227  0.427
50 C -1.427 -5.386 1.087  -0.749
51 O -4.599 0.504 -2.258  -0.535
52 H 4.513 -5.843 -2.245  0.433
53 C 2.559 1.158 4.420  -0.851
54 Tc -0.755 0.197 -0.882  -0.757
55 H -2.170 -2.443 -1.293  0.395
56 C -4.778 -0.001 0.526  -0.722
57 H 5.581 0.700 -1.160  0.499
58 C -3.545 -0.627 2.461  -1.144
59 H -2.671 3.513 2.405  0.174
60 C 1.515 0.045 -2.997  0.074
61 P 0.995 0.272 0.798  1.634
62 C 4.685 1.198 -0.820  -0.702
63 C 2.024 -0.109 -4.273  -1.077
64 H 5.168 -4.016 -0.725  0.476
65 H -3.992 3.441 1.243  0.259
66 H 0.731 -2.347 2.755  0.217
67 H 1.527 -0.138 -6.371  0.475
68 H -3.494 -0.939 3.491  0.594
69 C -3.584 0.295 -1.650  -0.122
70 C 2.392 0.786 3.100  -0.743
71 C -2.096 0.312 -3.507  -0.143
72 C -0.458 -4.423 0.872  -0.556
73 H 2.165 -0.015 -2.134  0.372
74 C -3.253 4.096 1.696  -0.883
75 H 2.158 -6.076 -2.941  0.470
76 H -3.704 4.964 -1.592  0.328
77 C 1.866 -3.321 -0.996  0.885
78 H -0.916 0.200 -5.906  0.592
79 H 2.308 -1.546 2.757  0.345
80 C 0.073 1.445 3.201  -0.195
81 C -0.977 2.173 -0.611  0.476
82 C -2.384 -0.512 1.718  -0.547
83 C -0.725 -3.343 0.031  0.676
84 C 3.774 -5.138 -1.899  -0.628
85 C 3.194 -3.216 -0.587  -0.505
86 C -1.966 -3.249 -0.595  -0.563
87 C -2.935 -4.212 -0.370  -0.720
88 C 0.255 1.834 4.518  -0.740
89 C -4.767 -0.329 1.872  -0.713
90 C 1.167 -0.019 -5.361  -0.504
91 Si -2.103 4.863 0.355  -0.128
92 H 1.619 1.958 6.166  0.439

=====

2.
# C3H9NO2

A cluster of 2 separate species, C3H9NO2 in total at a distorted geometry (ωB97M-V with the def2-TZVPD basis set, the OMol25 dataset).

Calculated values
Lowest unoccupied orbital energy ... 0.027 hartree
Charge ... 0
SMILES ... NCC=O.CO
Calculated total energy ... -324.888464 hartree
Kohn-Sham gap ... 10.45 eV
Energy above the lowest of the compared OMol25 structures with the same formula, charge and spin ... 220.9 kJ/mol

Last column: natural (NBO) charge in e.
Atoms and positions in Å:
1 C -0.413 -2.927 0.259  0.429
2 C -0.597 -1.517 -0.213  -0.327
3 O -1.111 -3.801 -0.173  -0.509
4 H -0.010 3.735 -0.720  0.467
5 H 0.499 -3.129 0.897  0.113
6 H 0.290 -1.118 -0.776  0.212
7 H -1.505 -1.533 -0.894  0.188
8 H 1.423 1.856 -1.320  0.165
9 H 1.260 1.502 0.449  0.189
10 H 2.081 2.904 -0.093  0.169
11 C 1.211 2.283 -0.327  -0.270
12 N -0.707 -0.647 0.952  -0.835
13 H -1.582 -0.832 1.518  0.360
14 H -0.770 0.289 0.632  0.369
15 O -0.070 2.935 -0.190  -0.720

=====

3.
# C11H28AlNO4

A structure of composition C11H28AlNO4 at a distorted geometry (ωB97M-V with the def2-TZVPD basis set, the OMol25 dataset).

Calculated values
Lowest unoccupied orbital energy ... -0.052 hartree
Charge ... 0
Calculated total energy ... -1033.684685 hartree
Kohn-Sham gap ... 5.49 eV

Last column: natural (NBO) charge in e.
Atoms and positions in Å:
1 O 2.572 -0.894 -1.735  -0.332
2 H -1.509 0.848 -4.174  0.197
3 C -0.091 2.204 -2.827  -0.994
4 H 1.248 -4.848 2.356  0.238
5 H -3.460 2.668 -2.351  0.193
6 H 2.972 -2.484 2.600  0.466
7 H -1.202 2.745 2.164  0.153
8 C -0.589 1.838 1.691  0.099
9 H 3.034 -4.848 2.199  0.244
10 N 2.155 -2.956 2.200  -0.568
11 O 1.703 -1.048 -2.699  -0.431
12 C 0.289 2.443 0.446  -1.002
13 O 1.333 -1.709 3.797  -0.474
14 H 1.488 0.964 2.443  0.199
15 H -4.127 0.829 -4.027  0.200
16 C 0.444 1.305 2.847  -0.658
17 H -1.996 0.526 2.185  0.448
18 C 1.066 -2.232 2.735  0.695
19 H 0.630 2.181 3.613  0.228
20 H -3.064 -0.489 -3.177  0.203
21 H 0.029 3.343 -2.542  0.207
22 H 2.936 1.188 -2.062  0.181
23 C -3.750 0.454 -2.966  -0.632
24 H -2.465 1.451 -1.305  0.225
25 H -1.829 2.709 -4.213  0.187
26 H -0.078 0.402 3.399  0.177
27 O -1.609 0.838 1.292  -0.736
28 H -4.639 0.210 -2.236  0.204
29 H 2.137 -2.916 1.180  0.457
30 H 0.932 -1.598 -2.331  0.447
31 C -2.779 1.695 -2.405  -0.414
32 C 2.423 0.511 -1.230  -0.653
33 C -1.544 1.813 -3.477  -0.411
34 H -0.298 3.403 0.050  0.217
35 H -0.118 -1.262 1.259  0.343
36 H -0.435 -3.011 1.436  0.232
37 C 2.176 -4.362 2.668  -0.421
38 H 0.728 1.967 -3.660  0.209
39 H 2.986 0.625 -0.201  0.164
40 C -0.212 -2.085 1.971  -0.753
41 H -0.545 -0.111 -0.896  -0.455
42 H -1.030 -1.882 2.667  0.273
43 Al 0.443 1.120 -1.168  1.385
44 H 2.282 -4.369 3.756  0.249
45 H 1.361 2.823 0.730  0.214

=====

4.
# C21H39NP2Ti

A structure of composition C21H39NP2Ti at a distorted geometry (ωB97M-V with the def2-TZVPD basis set, the OMol25 dataset).

Calculated values
Lowest unoccupied orbital energy (spin up / spin down) ... -0.009 / -0.004 hartree
Charge ... 0
Calculated total energy ... -2410.134534 hartree
Expectation value of S² ... 2.008
Kohn-Sham gap (spin up / spin down) ... 5.66 / 5.87 eV
Energy above the lowest of the compared OMol25 structures with the same formula, charge and spin ... 480.5 kJ/mol
Spin multiplicity ... 3

Last column: natural (NBO) charge in e.
Atoms and positions in Å:
1 H 3.414 3.318 -4.220  0.235
2 C 0.424 0.061 -5.499  -0.757
3 Ti 1.253 0.540 -1.948  1.229
4 H 0.548 -0.313 -6.531  0.238
5 H -1.719 1.617 -1.711  0.242
6 C -1.669 -1.632 -3.432  -0.342
7 C 1.705 2.654 1.692  -0.323
8 H -2.534 2.716 -3.513  0.205
9 H -1.456 -2.581 -2.880  0.205
10 C -2.326 0.896 -2.309  -0.462
11 H 2.375 3.264 2.286  0.204
12 H -0.096 4.009 -3.674  0.243
13 C -0.062 1.460 0.950  0.093
14 H 2.133 -2.818 -4.849  0.228
15 H 3.616 -0.650 -1.369  0.205
16 C 2.563 -0.981 -1.306  -1.321
17 C -2.667 1.635 -3.582  -0.185
18 C -1.333 0.740 0.829  -0.622
19 C 2.007 2.130 0.417  0.076
20 C 2.801 3.136 -3.338  -0.947
21 C -1.436 -0.382 -2.428  -0.353
22 C -4.113 -1.241 -3.887  -0.436
23 H 2.447 -1.930 -1.851  0.195
24 H -0.523 0.628 -5.493  0.264
25 H 2.468 4.098 -2.949  0.252
26 H 3.411 3.299 -0.651  0.208
27 H -3.178 0.679 -1.640  0.232
28 H -2.649 1.254 -5.727  0.191
29 H -4.892 -1.918 -4.311  0.219
30 C -4.141 0.053 -4.702  -0.421
31 H -1.279 -0.832 -1.424  0.232
32 H -2.108 1.401 0.389  0.201
33 H 2.496 -1.520 -3.687  0.259
34 C 1.626 1.000 -5.185  -0.679
35 H -1.156 -0.148 0.209  0.196
36 H -0.397 0.061 -2.764  0.070
37 H 1.761 1.722 -6.000  0.234
38 C -0.243 -2.722 -5.689  -0.932
39 C 0.207 3.265 -4.424  -0.921
40 H 0.720 3.796 -5.241  0.228
41 H -1.716 0.409 1.814  0.224
42 C 3.279 2.256 -0.311  -0.619
43 H 0.574 -2.803 -6.424  0.218
44 C -2.796 -1.774 -4.244  -0.330
45 C 0.398 2.245 2.023  -0.305
46 P 1.372 2.045 -3.647  0.685
47 H -0.685 2.758 -4.816  0.243
48 H 4.109 2.034 0.383  0.235
49 H -0.287 -3.696 -5.179  0.237
50 H -4.321 -0.252 -5.742  0.203
51 C -2.902 0.937 -4.701  -0.198
52 H -1.173 -2.599 -6.248  0.236
53 H -5.040 0.598 -4.398  0.196
54 H 2.562 0.436 -5.091  0.234
55 H 3.467 2.740 -2.590  0.255
56 H -4.347 -1.121 -2.820  0.199
57 N 0.913 1.441 -0.050  -0.691
58 H -0.219 2.495 2.884  0.206
59 P 0.177 -1.410 -4.438  1.177
60 H -2.821 -2.397 -5.146  0.198
61 H 1.501 -2.958 -3.197  0.254
62 H 3.441 1.567 -1.168  0.195
63 H 2.289 -1.162 -0.243  0.228
64 C 1.726 -2.240 -4.005  -0.963

=====

Number 4 is which compound?
C21H39NP2Ti

=====

Among the records above, which one has the highest calculated total energy?
C3H9NO2